(1)
Below is C35H59F2NO4PSiW as an isolated structure, with properties calculated with the ωB97M-V functional and the def2-TZVPD basis.

Structure (XYZ):
```
104
Properties=species:S:1:pos:R:3:lowdin_spin:R:1
W 0.1760 0.3380 -1.4511 0.7981
C -2.2664 -0.3714 -5.7909 0.0029
C -1.1695 -0.5031 -4.7332 0.0161
C -0.5391 -1.9017 -4.7828 0.0068
P -1.7443 -0.1228 -3.0486 0.0276
C -3.0119 1.1651 -3.1068 0.0034
C -2.4850 2.4871 -3.6783 0.0006
C -3.6152 1.3790 -1.7166 0.0013
C -2.4728 -1.5967 -2.3883 0.0192
C -3.5496 -2.2891 -2.9432 -0.0007
C -3.9884 -3.4848 -2.3999 0.0184
C -5.1550 -4.2447 -2.9812 0.0031
C -3.2942 -3.9642 -1.2844 -0.0044
C -2.2420 -3.2755 -0.7107 0.0162
C -1.8294 -2.0573 -1.2591 0.0018
N -0.7898 -1.2705 -0.6427 0.1876
C -0.5623 -1.7238 0.7223 0.0125
C 0.5509 -2.5071 1.0007 0.0053
C 1.6542 -2.7460 -0.0012 0.0113
C 0.6288 -3.1076 2.2549 0.0001
C -0.3650 -2.9550 3.2112 0.0019
C -0.2986 -3.6872 4.5298 0.0004
C -1.4348 -2.1210 2.9081 0.0006
C -1.5519 -1.4896 1.6748 0.0074
C -2.7456 -0.6145 1.3974 0.0005
H -1.8323 -0.5955 -6.7680 0.0008
H -2.6978 0.6266 -5.8490 0.0000
H -3.0727 -1.0894 -5.6286 0.0001
H -0.3984 0.2455 -4.9250 0.0021
H -1.3163 -2.6679 -4.8170 0.0003
H 0.0874 -2.1342 -3.9240 0.0035
H 0.0727 -1.9981 -5.6814 0.0000
H -3.7706 0.7494 -3.7758 -0.0005
H -1.7060 2.9056 -3.0444 0.0001
H -3.3049 3.2082 -3.7239 0.0002
H -2.0708 2.3900 -4.6829 0.0000
H -2.8691 1.7786 -1.0228 0.0010
H -4.0196 0.4613 -1.2867 0.0002
H -4.4217 2.1132 -1.7765 0.0000
H -4.0645 -1.8870 -3.8111 -0.0005
H -5.5780 -3.7271 -3.8424 -0.0001
H -5.9513 -4.3715 -2.2447 0.0010
H -4.8530 -5.2425 -3.3064 0.0009
H -3.5975 -4.9079 -0.8399 -0.0006
H -1.7519 -3.6774 0.1664 0.0009
H 1.2666 -3.1101 -0.9562 0.0018
H 2.3597 -3.4841 0.3790 0.0009
H 2.2256 -1.8364 -0.1992 0.0053
H 1.4888 -3.7341 2.4758 0.0000
H 0.7231 -3.9832 4.7716 0.0000
H -0.9061 -4.5950 4.5029 0.0001
H -0.6758 -3.0708 5.3473 0.0000
H -2.2111 -1.9586 3.6510 0.0002
H -3.2540 -0.3591 2.3270 0.0000
H -3.4732 -1.1063 0.7435 0.0003
H -2.4640 0.3174 0.9122 -0.0002
C 2.1199 3.5918 -1.0064 0.0000
C 1.1497 3.7489 0.1537 0.0001
C -0.2984 3.4198 -0.2065 0.0015
C 1.1857 5.1725 0.6823 0.0001
O 1.5952 2.9115 1.2462 0.0010
Si 1.9013 1.3192 1.3606 0.0066
O 0.8138 0.5963 0.2706 0.0719
O 1.6743 0.8999 2.8884 0.0002
C 0.9857 1.5198 4.0112 0.0001
C 1.7917 2.7285 4.4444 0.0000
C -0.4214 1.9078 3.5905 0.0000
C 0.9693 0.4729 5.1031 0.0000
O 3.3317 0.8324 0.8165 0.0025
C 4.5846 0.4282 1.4223 0.0002
C 5.4181 -0.0995 0.2744 0.0001
C 4.3449 -0.6586 2.4588 0.0000
C 5.2127 1.6619 2.0490 0.0001
H 3.1116 3.9028 -0.6733 0.0000
H 1.8232 4.2097 -1.8548 0.0000
H 2.2118 2.5608 -1.3634 0.0001
H -0.6437 3.9846 -1.0711 0.0001
H -0.9559 3.6051 0.6450 0.0001
H -0.4022 2.3616 -0.4145 0.0018
H 0.9178 5.8828 -0.1026 0.0000
H 2.1946 5.4030 1.0325 0.0000
H 0.4923 5.2996 1.5180 0.0000
H 1.8428 3.4813 3.6538 0.0000
H 2.8080 2.4291 4.7124 0.0000
H 1.3275 3.1789 5.3248 0.0000
H -0.3932 2.6254 2.7669 0.0000
H -0.9418 2.3787 4.4281 0.0000
H -0.9872 1.0270 3.2770 0.0000
H 1.9889 0.2005 5.3876 0.0000
H 0.4556 -0.4198 4.7523 0.0000
H 0.4551 0.8522 5.9896 0.0000
H 4.9452 -0.9811 -0.1703 0.0000
H 6.4114 -0.3844 0.6282 0.0000
H 5.5295 0.6633 -0.4990 0.0000
H 3.7502 -1.4726 2.0281 0.0000
H 3.8163 -0.2792 3.3354 0.0000
H 5.3048 -1.0685 2.7799 0.0000
H 5.4184 2.4182 1.2883 0.0000
H 6.1520 1.4066 2.5466 0.0000
H 4.5442 2.0977 2.7990 0.0000
F 2.7359 0.0763 -2.1781 0.1577
C 1.6411 -0.6640 -2.4191 0.5321
F 0.3097 1.7432 -2.7125 0.0441
H 1.9147 -1.5670 -2.9450 0.0235
```

## Properties
- Total charge: +1
- Gap between HOMO and LUMO (spin up / spin down): 0.2641 / 0.2314 Ha
- Energy: -71360.910 eV
- Multiplicity: 3
- <S²>: 2.013
- Molecular weight: 838.756 g mol⁻¹

***

(2)
Below is a 4-piece molecular cluster, C35H59N3O13PS overall, with properties calculated with the ωB97M-V functional and the def2-TZVPD basis.

Structure (XYZ):
```
112
Properties=species:S:1:pos:R:3:mulliken_charge:R:1
C -3.5928 -3.6278 5.3604 -0.8744
C -3.9069 -2.1299 4.6976 -0.4791
P -2.2911 -1.3177 3.9559 0.0719
C -1.0845 -2.7883 3.8115 -0.7655
C -2.8459 -0.5674 2.3232 -0.0306
C -3.3097 1.0450 2.3799 0.0679
C -3.2550 1.9692 3.7352 -0.7427
C -4.6933 2.0380 4.5174 -0.5010
C -5.4246 3.5117 4.4926 -0.6302
S -4.3317 4.9246 5.1102 -0.2570
C -3.7622 1.5192 0.8832 0.2476
C -4.1963 3.1358 0.7961 -0.3653
C -3.0412 4.0279 0.0019 -0.7492
C -1.5188 3.7831 0.5585 -0.3516
C -0.6000 3.1852 -0.6782 -0.3855
C 0.9863 3.5960 -0.3594 -0.4513
O 1.9355 2.5988 -0.8774 -0.2792
C 2.7799 2.0253 0.1816 0.6068
C 3.6579 2.8699 1.2888 -0.4566
O 2.8757 0.6819 0.2222 -0.5626
N -3.8617 0.8181 -0.3970 -0.9676
N -3.4779 -0.4987 -0.4330 1.0796
C -3.6380 -1.0864 -1.8142 -0.8012
C -5.2225 -1.8983 -1.8822 0.3327
C -6.1065 -1.5969 -3.3468 -0.5230
O -5.3648 -3.0153 -2.9666 -0.4181
C -2.9801 -1.1554 0.8179 0.3054
C -2.4777 -2.7376 0.6488 -0.5702
C -3.4695 -3.8340 1.3475 0.9715
O -4.8763 -3.7280 0.8574 -0.5660
C -3.0210 -5.4087 1.0042 -0.7021
N -2.8255 -5.6728 -0.4692 -0.4038
H -4.5722 -4.1065 5.8477 0.3056
H -2.7445 -3.5070 6.1759 0.2953
H -3.2136 -4.4121 4.5797 0.2287
H -4.3465 -1.4875 5.5732 0.3402
H -4.6368 -2.3127 3.8016 0.3392
H -1.5221 -3.7619 3.3363 0.0658
H -0.0782 -2.4401 3.2766 0.3700
H -0.7568 -3.0605 4.9265 0.3557
H -2.8963 3.0550 3.4122 0.3540
H -2.4383 1.5818 4.5064 0.5247
H -5.4414 1.2590 4.0500 0.2898
H -4.5155 1.7604 5.6600 0.3094
H -6.3224 3.4421 5.2768 0.3885
H -5.9389 3.7798 3.4633 0.3480
H -4.7373 6.1189 4.4875 0.1554
H -5.1584 3.1819 0.1108 0.4037
H -4.5042 3.5803 1.8340 -0.1480
H -3.0396 3.7989 -1.1453 0.3263
H -3.3223 5.1776 0.1209 0.3835
H -1.0722 4.8641 0.7964 0.3679
H -1.4929 3.1061 1.5181 0.1492
H -0.7240 2.0217 -0.7651 0.0418
H -0.8713 3.7040 -1.6916 0.3404
H 1.1804 4.6011 -0.9296 0.1986
H 1.0519 3.7428 0.8073 0.2506
H 4.7541 3.0940 0.9082 0.0126
H 3.7464 2.2364 2.2881 0.2998
H 3.1403 3.8959 1.5520 0.2711
H -2.8466 -1.8548 -2.1580 0.3016
H -3.8277 -0.2680 -2.6556 0.4139
H -5.8793 -1.9790 -0.8159 0.2656
H -5.5002 -1.2750 -4.3015 0.2809
H -7.2737 -1.6344 -3.2630 0.2649
H -1.3653 -2.7313 1.0839 0.2645
H -2.3389 -3.0840 -0.4580 0.1818
H -3.5357 -3.7893 2.5131 -0.9598
H -5.0926 -4.5147 0.2542 0.4270
H -2.0835 -5.6530 1.6697 0.3569
H -3.9085 -6.1213 1.3556 0.3100
H -3.2707 -4.9547 -1.0817 0.1900
H -1.7888 -5.7630 -0.6571 0.2757
C 8.0233 5.1420 -1.4515 -1.4340
C 7.7445 5.7528 -0.0924 0.5215
C 8.0167 4.8313 1.0578 -0.4945
O 7.1594 5.3442 2.0629 -0.3153
C 6.1113 5.9307 1.4087 0.6107
O 5.0876 6.3152 1.9486 -0.5679
O 6.3615 6.0246 0.0678 -0.3438
H 7.5539 5.7349 -2.2430 0.3981
H 9.0991 5.0867 -1.6417 0.4135
H 7.6071 4.1315 -1.5272 0.2868
H 8.2853 6.7014 0.0099 0.2853
H 9.0596 4.8616 1.3849 0.3371
H 7.7322 3.7910 0.8626 0.2944
C -1.0596 -8.0760 -3.1925 -1.4212
C 0.0130 -8.8902 -2.4965 0.5259
C -0.3577 -10.3256 -2.2760 -0.5063
O 0.4412 -10.6739 -1.1587 -0.2983
C 0.6402 -9.5177 -0.4557 0.6300
O 1.1256 -9.4632 0.6618 -0.5537
O 0.2181 -8.4311 -1.1701 -0.3163
H -0.8641 -7.0050 -3.0782 0.3000
H -1.1020 -8.3160 -4.2589 0.3912
H -2.0473 -8.2632 -2.7573 0.3581
H 0.9641 -8.7940 -3.0340 0.2598
H -0.1207 -10.9592 -3.1351 0.3175
H -1.4096 -10.4695 -2.0037 0.3138
C 7.2819 5.1917 -6.6678 -1.4289
C 7.8113 3.8689 -6.1505 0.5147
C 6.7503 2.9529 -5.6199 -0.5186
O 7.4761 2.1515 -4.7039 -0.3061
C 8.5187 2.9205 -4.2657 0.6665
O 9.2479 2.6293 -3.3326 -0.5554
O 8.6322 4.0619 -5.0099 -0.3207
H 8.0960 5.9154 -6.7769 0.3573
H 6.7901 5.0639 -7.6365 0.3819
H 6.5612 5.6326 -5.9705 0.3326
H 8.4204 3.3819 -6.9217 0.2770
H 6.2968 2.3359 -6.4005 0.3082
H 5.9585 3.4727 -5.0684 0.3087
```

## Properties
- Total charge: +1
- Gap between HOMO and LUMO: 0.2555 Ha
- Energy: -88439.675 eV
- Molecular weight: 792.906 g mol⁻¹

***

(3)
Below is C35H60BN8RuSTe as an isolated structure, with properties calculated with the ωB97M-V functional and the def2-TZVPD basis.

Structure (XYZ):
```
107
Properties=species:S:1:pos:R:3:lowdin_spin:R:1
Ru 1.5910 -0.0725 0.3662 0.3240
C 2.3965 3.7434 -0.3730 0.0029
C 1.3261 3.2673 -1.3553 0.0183
C 0.8453 4.4530 -2.1944 0.0018
C 0.1746 2.5894 -0.6538 -0.0019
C -1.0703 3.1810 -0.4585 -0.0004
C -1.8315 2.2770 0.2601 -0.0002
C -3.2352 2.4608 0.7575 0.0000
C -4.1806 2.7757 -0.4029 0.0000
C -3.2692 3.5755 1.8074 0.0000
N -1.0679 1.1922 0.4701 0.0004
N 0.1687 1.3675 -0.0891 -0.0051
B -1.4087 -0.1114 1.2227 -0.0005
N -1.0733 -1.2918 0.2511 -0.0004
N 0.2436 -1.5537 -0.0042 -0.0058
C 0.3299 -2.7550 -0.5697 0.0041
C -0.9640 -3.2360 -0.7879 0.0026
C -1.8321 -2.2910 -0.2501 0.0078
C -3.3370 -2.3550 -0.2597 0.0009
C -3.9517 -1.1282 -0.9357 0.0004
C -3.9814 -2.6291 1.0978 0.0005
C 1.6020 -3.5422 -0.7527 0.0006
C 2.6667 -3.1839 0.2740 -0.0031
C 2.1318 -3.5474 -2.1845 0.0156
N -0.4973 -0.1739 2.4850 -0.0008
N 0.8196 -0.0132 2.2303 0.0069
C 1.4836 0.1110 3.3752 0.0091
C 0.5705 0.0093 4.4201 0.0028
C -0.6722 -0.1718 3.8289 0.0121
C -1.9600 -0.4024 4.5656 0.0014
C -3.1015 0.5452 4.1982 0.0006
C -2.3711 -1.8731 4.4698 0.0009
C 2.9635 0.3708 3.3646 0.0011
C 3.5160 0.4100 1.9367 0.0019
C 3.7217 -0.6604 4.2002 0.0010
H 3.2205 4.2112 -0.9124 0.0002
H 2.8086 2.9275 0.2207 0.0014
H 1.9770 4.4809 0.3133 -0.0001
H 1.7790 2.5556 -2.0465 0.0169
H 0.4659 5.2569 -1.5623 0.0008
H 0.0549 4.1737 -2.8945 0.0001
H 1.6790 4.8573 -2.7675 0.0001
H -1.3763 4.1584 -0.7865 -0.0001
H -3.5636 1.5363 1.2310 0.0000
H -3.9047 3.7142 -0.8873 0.0000
H -5.2034 2.8783 -0.0404 0.0000
H -4.1674 1.9847 -1.1572 0.0000
H -2.9990 4.5341 1.3609 0.0000
H -2.5717 3.3768 2.6217 0.0000
H -4.2705 3.6703 2.2277 0.0000
H -2.5469 -0.1564 1.5161 0.0000
H -1.2373 -4.1895 -1.2105 -0.0001
H -3.5536 -3.2192 -0.8935 0.0000
H -3.7500 -0.2173 -0.3707 0.0000
H -5.0337 -1.2411 -1.0113 0.0000
H -3.5578 -0.9974 -1.9450 0.0000
H -3.9654 -1.7471 1.7367 0.0000
H -3.4820 -3.4455 1.6189 0.0000
H -5.0241 -2.9116 0.9517 0.0000
H 1.2976 -4.5717 -0.5405 0.0001
H 3.1037 -2.2025 0.0800 -0.0014
H 3.4861 -3.9036 0.2368 -0.0003
H 2.2548 -3.1979 1.2858 0.0000
H 2.4747 -2.5594 -2.5004 0.0215
H 1.3603 -3.8822 -2.8811 0.0004
H 2.9757 -4.2324 -2.2736 0.0004
H 0.7680 0.0619 5.4774 0.0000
H -1.7035 -0.2008 5.6086 0.0001
H -3.5414 0.3038 3.2313 0.0000
H -2.7708 1.5846 4.1793 0.0000
H -3.8919 0.4603 4.9441 0.0001
H -2.5366 -2.1633 3.4337 0.0000
H -3.2954 -2.0447 5.0223 0.0001
H -1.6010 -2.5249 4.8830 0.0000
H 3.1235 1.3579 3.8079 0.0006
H 3.5455 -0.5977 1.4850 -0.0005
H 4.5492 0.7556 1.8965 0.0006
H 2.9767 1.1752 1.3019 0.0002
H 3.5871 -1.6633 3.7890 0.0000
H 3.3612 -0.6682 5.2276 0.0000
H 4.7879 -0.4345 4.2189 0.0000
Te 2.9353 0.2009 -1.8436 0.4641
C 4.8884 -0.0852 -1.1572 0.0465
C 5.5592 -1.2576 -0.9380 0.0152
C 6.8997 -1.0458 -0.5208 0.0015
C 7.2201 0.2740 -0.4349 0.0107
S 5.9055 1.2731 -0.8786 0.0104
H 5.1257 -2.2383 -1.0809 0.0008
H 7.5949 -1.8429 -0.3018 0.0002
H 8.1617 0.7110 -0.1425 0.0009
N -1.6611 0.0220 -5.4654 0.0001
C -2.2831 0.2660 -4.1124 0.0001
C -1.1726 0.5324 -3.1014 0.0002
N -0.1571 -0.4970 -3.0723 0.0018
C 0.3903 -0.7901 -4.3807 0.0041
C -0.6670 -1.1129 -5.4300 0.0001
H -1.1850 0.8734 -5.7733 0.0000
H -2.3868 -0.1686 -6.1568 0.0000
H -2.8419 -0.6382 -3.8765 0.0000
H -2.9737 1.1024 -4.2120 0.0000
H -1.6173 0.6482 -2.1125 0.0000
H -0.6964 1.4921 -3.3386 0.0000
H -0.4467 -1.3238 -2.5624 0.0001
H 1.0855 -1.6254 -4.3176 0.0022
H 0.9742 0.0746 -4.7198 0.0004
H -1.2346 -2.0077 -5.1757 0.0000
H -0.2524 -1.2169 -6.4314 0.0000
```

## Properties
- Total charge: +2
- Gap between HOMO and LUMO (spin up / spin down): 0.2842 / 0.2234 Ha
- Energy: -70566.345 eV
- Multiplicity: 2
- <S²>: 0.787
- Molecular weight: 864.470 g mol⁻¹

***

(4)
Below is a 9-piece molecular cluster, C35H60O16 overall, with properties calculated with the ωB97M-V functional and the def2-TZVPD basis.

Structure (XYZ):
```
111
Properties=species:S:1:pos:R:3:mulliken_charge:R:1
C 0.9799 5.3584 1.9667 -0.5183
O 1.6891 4.1422 1.9978 -0.1016
C 1.7609 3.5167 3.2194 0.7562
O 1.2930 3.9208 4.2690 -0.6045
O 2.4653 2.4177 3.0870 -0.2475
C 2.4859 1.5100 4.1296 -0.7625
H 1.3689 5.7841 1.0418 0.1749
H 1.2004 6.0619 2.7696 0.3820
H -0.0708 5.0687 1.9523 0.0623
H 1.5438 1.4297 4.6720 0.3108
H 3.2010 1.8068 4.8969 0.3685
H 2.6823 0.4752 3.8489 0.2267
O -2.2241 -2.5343 -2.8560 -0.4978
C -3.0534 -3.3968 -2.7415 0.4005
C -3.8047 -3.9418 -1.5201 0.2803
C -4.7682 -4.9569 -2.0956 -0.6883
C -4.1912 -5.2825 -3.5025 -0.4931
O -3.4874 -4.1259 -3.8120 -0.4013
H -3.0653 -4.3896 -0.8561 -0.0877
H -4.3838 -3.1796 -0.9987 0.2519
H -4.8881 -5.8019 -1.4176 0.3511
H -5.7033 -4.4177 -2.2469 0.2820
H -3.5806 -6.1839 -3.5550 0.2568
H -5.0100 -5.3804 -4.2154 0.3332
O -5.6825 2.8325 -4.0243 -0.6306
C -5.0133 2.1462 -3.2576 0.4114
C -4.9896 2.2485 -1.7466 -0.3905
C -3.8126 1.2542 -1.4697 0.7196
C -3.7390 0.3838 -2.7182 -0.2083
O -4.3432 1.1183 -3.7539 -0.3715
H -4.6793 3.2198 -1.3615 0.2522
H -5.9272 1.9190 -1.2989 0.3038
H -2.8171 1.6978 -1.4515 -0.1968
H -3.9602 0.5915 -0.6169 -0.0081
H -2.7502 0.0278 -3.0076 0.1944
H -4.3239 -0.5223 -2.5608 -0.0078
O 3.0673 -0.3249 -0.2791 -0.5994
C 1.8697 -0.3226 -0.3385 -0.0454
C 0.9349 0.6184 0.4568 0.5458
C -0.3256 0.5116 -0.3788 1.4458
C -0.2262 -0.9152 -0.9871 -0.2802
O 1.1736 -1.1464 -1.1861 -0.3775
H 0.8368 0.1578 1.4398 -0.1919
H 1.3163 1.6291 0.6020 -0.2202
H -1.2264 0.6055 0.2276 -1.1588
H -0.3645 1.2755 -1.1554 0.2589
H -0.6016 -1.6309 -0.2558 0.0212
H -0.7570 -1.0192 -1.9335 0.3181
O 0.4881 -1.6734 3.7015 -0.6490
C -0.6373 -1.8536 3.2000 0.2376
C -1.4026 -3.1848 3.0575 -0.3277
C -2.6278 -2.7254 2.2660 -0.1256
C -2.6105 -1.1777 2.2274 0.2366
O -1.3419 -0.8395 2.6824 -0.0377
H -0.7394 -3.8322 2.4838 0.1629
H -1.7081 -3.5126 4.0512 0.3475
H -2.5505 -2.9682 1.2062 -0.3853
H -3.5643 -3.1326 2.6469 0.5233
H -2.8447 -0.7542 1.2508 -0.4311
H -3.3468 -0.7298 2.8948 0.4812
O -0.7982 -5.0891 -0.1759 -0.5992
C 0.4054 -4.9315 -0.4594 0.4031
C 1.0016 -4.4470 -1.7489 -0.1087
C 2.4262 -4.2358 -1.3631 -0.4288
C 2.4594 -4.1053 0.1253 -0.0954
O 1.3428 -4.8894 0.5559 -0.4122
H 0.9176 -5.0612 -2.6454 0.4865
H 0.5392 -3.4882 -1.9834 -0.2761
H 3.1296 -4.9992 -1.6957 0.4261
H 2.7440 -3.2707 -1.7576 0.2664
H 3.4463 -4.4323 0.4529 0.4934
H 2.4314 -3.0573 0.4236 -0.0984
C 5.9690 -1.1727 -1.1419 -0.3411
C 7.4459 -0.8482 -1.2297 -0.7136
C 8.0830 -2.0032 -0.3647 -0.4490
O 7.1009 -3.0067 -0.3157 -0.4586
C 5.8733 -2.6548 -1.0420 0.4181
H 5.4442 -0.7417 -1.9945 0.3638
H 5.4187 -0.7221 -0.3160 0.2064
H 7.8331 0.1269 -0.9342 0.3481
H 7.7815 -1.1264 -2.2287 0.2733
H 8.2541 -1.7265 0.6757 0.2977
H 9.0038 -2.3152 -0.8574 0.2757
H 4.9772 -2.9377 -0.4896 -0.4321
H 5.9312 -3.1570 -2.0077 0.2143
C -1.6652 2.8096 2.8674 0.8085
C -2.6164 3.0345 1.7334 0.6606
C -3.8579 3.5503 2.4095 -0.6769
O -3.9210 2.7544 3.5943 -0.4636
C -2.5634 2.5113 4.0083 -0.8149
H -1.2228 3.7676 3.1405 0.0991
H -0.8787 2.0914 2.6356 -0.5557
H -2.7856 2.0402 1.3199 -0.6418
H -2.3229 3.7200 0.9384 0.3418
H -4.7612 3.5186 1.8003 0.3754
H -3.7539 4.5490 2.8338 0.3169
H -2.4882 1.4571 4.2751 0.2336
H -2.2773 3.0996 4.8801 0.3327
C 2.1460 3.4519 -1.9284 -0.1208
C 0.7752 3.9658 -1.6740 0.6937
C 0.9127 5.4500 -1.7711 -0.7307
O 2.2188 5.6595 -1.1257 -0.4885
C 3.1032 4.5777 -1.4859 -0.3912
H 2.3067 3.2996 -2.9957 0.4068
H 2.3052 2.5008 -1.4204 -0.2470
H 0.3557 3.5420 -0.7616 -0.5161
H 0.1161 3.7221 -2.5072 0.3337
H 0.2256 6.1032 -1.2333 0.2883
H 0.9328 5.9114 -2.7584 0.2960
H 3.6645 4.3674 -0.5755 0.3046
H 3.6776 4.9652 -2.3273 0.2440
```

## Properties
- Gap between HOMO and LUMO: 0.3488 Ha
- Energy: -70025.988 eV
- Molecular weight: 736.849 g mol⁻¹